w | C4H6N2 | ωB97M-V with the def2-TZVPD basis set

As for the multiplicity: 1. The frontier orbital gap comes out at 9.5 eV. As for the total charge: 0. Its LUMO energy is 0.86 eV.

Structure (XYZ):
```
12
C4H6N2 (ωB97M-V with the def2-TZVPD basis set)
N 1.51 1.04 -0.47
N -0.26 -0.09 0.30
C 0.25 1.12 -0.12
C 0.78 -0.96 0.33
C -1.68 -0.08 0.02
C 1.85 -0.24 -0.17
H -0.13 1.99 0.39
H 2.86 -0.59 -0.31
H 0.69 -1.99 0.63
H -1.47 0.97 -0.57
H -1.98 -0.64 -0.85
H -2.32 -0.45 0.86
```



x | C4H6N2 | ωB97M-V with the def2-TZVPD basis set

As for the multiplicity: 1. The frontier orbital gap comes out at 8.8 eV. As for the total charge: 0. Its LUMO energy is 0.16 eV.

Structure (XYZ):
```
12
C4H6N2 (ωB97M-V with the def2-TZVPD basis set)
N 1.64 1.11 -0.02
N 0.34 1.12 0.16
C 1.99 -0.18 -0.16
C -1.63 -0.37 -0.22
C 0.91 -1.13 -0.14
C -0.19 -0.21 0.17
H 3.03 -0.40 -0.33
H -0.12 2.00 0.33
H -1.77 -0.11 -1.27
H -2.29 0.26 0.38
H -1.92 -1.42 -0.10
H 0.01 -0.68 1.19
```



y | C4H6N2 | ωB97M-V with the def2-TZVPD basis set

As for the multiplicity: 1. The frontier orbital gap comes out at 9.0 eV. As for the total charge: 0. Its LUMO energy is 0.82 eV.

Structure (XYZ):
```
12
C4H6N2 (ωB97M-V with the def2-TZVPD basis set)
N -1.33 -0.25 -0.04
N -0.44 0.83 -0.19
C 0.81 -1.00 -0.06
C 0.96 0.49 -0.17
C -0.44 -1.44 -0.10
C -2.62 -0.07 0.13
H 1.30 0.73 -1.27
H -0.79 1.66 0.36
H -2.79 0.94 0.11
H 1.41 1.08 0.69
H 1.72 -1.74 -0.08
H -0.96 -2.49 -0.13
```



z | C4H6N2 | ωB97M-V with the def2-TZVPD basis set

As for the multiplicity: 1. The frontier orbital gap comes out at 9.8 eV. As for the total charge: 0. Its LUMO energy is 0.87 eV.

Structure (XYZ):
```
12
C4H6N2 (ωB97M-V with the def2-TZVPD basis set)
N -0.43 -0.26 -1.86
N -0.24 -0.46 -0.48
C 2.76 0.31 1.81
C 1.68 0.15 1.39
C -1.15 -0.16 0.65
C 0.11 0.51 0.41
H -1.23 -0.84 -1.99
H 0.21 1.60 0.18
H -1.36 -0.90 1.42
H -2.06 0.42 0.35
H -0.61 0.73 -1.81
H 3.75 0.24 2.26
```



Last place for stability: z



w | C4H6N2 | ωB97M-V with the def2-TZVPD basis set

As for the multiplicity: 1. The frontier orbital gap comes out at 10.7 eV. As for the total charge: 0. Its LUMO energy is 0.89 eV.

Structure (XYZ):
```
12
C4H6N2 (ωB97M-V with the def2-TZVPD basis set)
N -0.05 -0.27 0.52
N 2.83 1.23 0.54
C -1.44 -0.63 0.25
C 1.08 -0.48 -0.41
C 2.11 0.44 0.08
C -1.02 0.79 0.21
H 0.95 -0.23 -1.48
H 1.55 -1.49 -0.38
H -1.31 1.47 1.01
H -1.69 -1.11 -0.69
H -2.03 -0.98 1.11
H -0.97 1.26 -0.77
```



x | C4H6N2 | ωB97M-V with the def2-TZVPD basis set

As for the multiplicity: 1. The frontier orbital gap (alpha / beta) comes out at 8.4 / 8.4 eV. As for the total charge: 0. Its LUMO energy (alpha / beta) is 0.22 / 0.22 eV.

Structure (XYZ):
```
12
C4H6N2 (ωB97M-V with the def2-TZVPD basis set)
N 3.29 -0.62 0.44
N -0.16 0.48 0.23
C -1.05 0.75 1.12
C 0.05 0.51 -1.21
C 2.19 -0.43 0.14
C 0.86 -0.25 -0.25
H -0.67 -1.84 -0.09
H 0.39 1.46 -1.62
H -0.73 -0.01 -1.78
H -1.95 1.27 0.81
H -0.83 0.49 2.15
H -1.40 -1.80 0.05
```



Last place for stability: x



w | C6H10S | ωB97M-V with the def2-TZVPD basis set

As for the multiplicity: 1. The frontier orbital gap comes out at 8.3 eV. As for the total charge: 0. Its LUMO energy is -0.25 eV.

Structure (XYZ):
```
17
C6H10S (ωB97M-V with the def2-TZVPD basis set)
S -2.49 -0.89 0.47
C 0.32 -1.01 -1.22
C 1.90 -1.08 0.65
C -0.99 1.35 -0.20
C 0.12 0.66 0.67
C 0.63 -0.52 -0.03
C -2.28 0.62 -0.19
H 1.59 -1.32 1.61
H 0.76 -1.93 -1.58
H 0.90 1.29 0.74
H -0.52 1.48 -1.29
H -0.40 0.58 1.67
H 2.45 -1.93 0.18
H -0.47 -0.69 -1.74
H 2.70 -0.33 0.82
H -1.29 2.45 0.18
H -2.94 1.27 -0.73
```



x | C6H10S | ωB97M-V with the def2-TZVPD basis set

As for the multiplicity: 1. The frontier orbital gap comes out at 8.4 eV. As for the total charge: 0. Its LUMO energy is 0.02 eV.

Structure (XYZ):
```
17
C6H10S (ωB97M-V with the def2-TZVPD basis set)
S 3.58 -0.02 -0.47
C -0.48 0.08 -0.03
C -1.33 0.89 -1.05
C -0.10 0.72 1.26
C 2.37 -0.35 0.46
C -0.74 -1.46 -0.18
C 0.89 0.64 0.08
H -0.77 -2.07 0.72
H -2.26 0.40 -0.95
H -1.45 2.00 -0.87
H -0.05 0.21 2.19
H -0.58 1.63 1.56
H 2.17 -0.94 1.24
H -1.63 -1.71 -0.68
H -0.01 -1.97 -0.70
H 1.37 1.30 -0.58
H -0.98 0.64 -1.99
```



Last place for stability: x



w | C41H43AsN10OPdS3 | ωB97M-V with the def2-TZVPD basis set

As for the multiplicity: 1. The frontier orbital gap comes out at 5.7 eV. As for the total charge: +2. Its LUMO energy is -6.55 eV.

Structure (XYZ):
```
100
C41H43AsN10OPdS3 (ωB97M-V with the def2-TZVPD basis set)
Pd -1.49 -1.19 -0.32
As -4.47 -3.19 0.38
S 0.34 -0.79 -1.72
S -0.45 -3.04 0.43
S -3.22 -1.66 1.23
O -1.50 5.49 0.33
N 1.58 1.90 1.45
N -0.91 7.60 0.23
N 2.00 -3.91 -0.07
N -4.45 1.60 -0.67
N 2.80 -1.40 -0.96
N -4.56 1.12 -1.93
N -2.63 0.49 -1.00
N -2.28 7.54 0.39
N -0.32 0.87 1.77
N 1.60 1.52 2.74
C -6.02 -3.26 1.50
C -0.48 6.38 0.20
C 0.43 1.50 0.88
C 2.71 2.61 0.87
C 0.45 0.91 2.89
C 3.34 -0.17 -1.56
C -3.89 5.66 0.63
C 1.72 -5.20 0.59
C -5.59 2.32 -0.08
C -4.92 6.35 1.25
C 3.36 -3.73 -0.59
C 2.24 -4.44 2.93
C 3.97 -5.50 4.23
C -2.59 6.29 0.44
C -3.67 -4.94 0.39
C 4.11 -1.23 -5.11
C 2.50 -5.32 1.87
C 5.49 -1.06 -5.16
C 5.48 -0.30 -2.88
C 2.97 -4.54 4.10
C 1.86 6.59 -0.56
C 6.17 -0.59 -4.05
C 3.12 6.02 -0.74
C -4.08 4.35 0.19
C 4.22 -6.38 3.18
C -5.29 3.71 0.40
C 3.79 -2.31 -0.37
C -5.04 -2.86 -1.42
C -6.13 5.71 1.46
C 1.13 4.57 0.54
C 1.12 -2.95 -0.20
C 4.10 -0.47 -2.83
C 3.49 -6.28 2.00
C 3.37 4.73 -0.30
C -3.44 0.45 -2.09
C 2.38 4.00 0.36
C -6.31 4.40 1.06
C 0.87 5.85 0.06
C -3.31 1.22 -0.12
C 3.42 -0.93 -3.95
C 1.53 -1.71 -0.94
H 4.35 4.29 -0.45
H 3.69 -6.97 1.19
H 3.90 6.57 -1.23
H 0.15 0.49 3.83
H -6.93 6.23 1.96
H -6.66 -4.08 1.18
H 4.53 -5.58 5.15
H 3.39 -4.00 -1.65
H -7.26 3.90 1.24
H 4.01 -4.41 -0.03
H 0.35 4.04 1.06
H 3.90 -2.08 0.70
H 1.65 7.59 -0.92
H -5.98 1.72 0.74
H 4.99 -7.13 3.28
H 7.24 -0.45 -4.08
H -4.18 -2.94 -2.09
H 6.01 0.08 -2.01
H 4.75 -2.13 -0.86
H -4.45 -5.67 0.19
H 4.01 0.27 -0.81
H 1.46 -3.70 2.84
H 3.58 -1.58 -5.99
H 2.00 -5.98 -0.11
H -6.56 -2.31 1.42
H -3.19 -0.04 -3.01
H 3.45 2.66 1.67
H 0.18 1.69 -0.15
H -2.90 -4.99 -0.37
H -5.70 -3.40 2.53
H 2.34 -1.05 -3.93
H 6.03 -1.28 -6.07
H -5.47 -1.86 -1.50
H -2.98 1.48 0.88
H -5.78 -3.61 -1.68
H 0.65 -5.26 0.76
H -6.33 2.33 -0.87
H 2.77 -3.86 4.92
H 3.13 2.01 0.06
H -4.75 7.37 1.57
H -3.23 -5.12 1.37
H 2.51 0.51 -1.72
H -3.27 3.84 -0.33
```



x | C41H43AsN10OPdS3 | ωB97M-V with the def2-TZVPD basis set

As for the multiplicity: 1. The frontier orbital gap comes out at 5.9 eV. As for the total charge: +2. Its LUMO energy is -6.35 eV.

Structure (XYZ):
```
100
C41H43AsN10OPdS3 (ωB97M-V with the def2-TZVPD basis set)
Pd -0.03 -0.30 -0.11
As 2.29 3.21 0.43
S 1.00 1.88 -0.63
S -1.19 0.59 1.65
S -1.94 -1.63 -0.51
O 5.20 -4.35 -0.50
N 2.35 -2.58 3.08
N 6.71 -5.92 -0.12
N 2.19 -1.56 -3.40
N -3.58 -2.50 1.38
N 6.94 -5.37 -1.38
N 1.46 -2.68 -3.21
N 3.14 -1.51 2.84
N 1.41 -1.56 1.40
N -3.54 -0.03 2.66
N 0.93 -1.13 -1.71
C 5.05 -5.47 1.66
C -1.50 -6.13 2.53
C -2.77 -1.56 0.95
C -3.49 1.11 3.60
C -2.26 -0.14 5.40
C 1.88 -0.65 -2.50
C 3.57 3.89 -0.83
C 6.71 -2.80 -4.83
C -3.14 -0.31 7.63
C -2.59 -0.33 1.82
C -4.24 0.45 7.26
C 6.88 -3.57 -3.68
C -4.23 -5.84 2.09
C 1.34 -2.60 2.22
C 3.64 -4.66 3.43
C 5.86 -3.63 -2.75
C -4.27 -2.33 2.67
C 4.20 -4.50 2.17
C -2.15 -0.60 6.70
C -3.34 -4.93 1.54
C 6.05 -4.47 -1.56
C 2.76 -3.60 4.04
C 0.71 -2.39 -2.19
C 5.52 -2.13 -5.05
C 3.20 -1.50 -4.45
C -4.35 0.91 5.95
C 2.53 -0.93 1.83
C -3.76 -6.89 2.86
C 4.78 -6.77 3.66
C -1.97 -5.08 1.76
C 3.92 -5.81 4.16
C -2.40 -7.04 3.08
C 5.35 -6.61 2.40
C 4.49 -2.20 -4.11
C 5.69 -5.29 0.35
C -3.82 -3.78 0.69
C -3.36 0.62 5.02
C 4.66 -2.94 -2.96
C 3.32 2.57 1.91
C -4.73 -0.91 2.78
C 1.30 4.70 1.10
H 7.80 -4.12 -3.51
H -2.03 -7.87 3.68
H 3.49 -5.94 5.15
H 2.01 5.47 1.43
H 3.36 -0.44 -4.67
H 5.39 -1.55 -5.95
H 3.87 -3.03 -2.23
H -1.27 -4.39 1.30
H 4.11 4.71 -0.38
H 3.88 3.41 2.31
H 4.00 -3.62 1.58
H -5.01 0.68 7.98
H 0.00 -3.08 -1.77
H -5.21 1.51 5.66
H 2.90 -0.04 1.36
H -5.11 -3.02 2.70
H -1.28 -1.18 6.99
H 0.59 -3.38 2.21
H 3.04 4.22 -1.72
H -5.19 -0.72 3.75
H 2.74 -1.95 -5.33
H -5.43 -0.65 1.99
H 0.70 4.37 1.94
H -3.30 -3.75 -0.27
H 6.03 -7.35 2.00
H 5.00 -7.66 4.24
H 4.02 1.81 1.57
H 0.66 5.09 0.32
H 7.51 -2.75 -5.56
H 3.29 -3.07 4.83
H -5.29 -5.73 1.91
H -3.05 -0.67 8.65
H 2.30 0.34 -2.44
H 4.25 3.08 -1.09
H -1.47 -0.35 4.68
H 2.67 2.17 2.68
H -2.65 1.74 3.32
H -4.89 -3.85 0.50
H -4.41 1.68 3.46
H -4.46 -7.60 3.28
H -3.59 -2.59 3.49
H 1.86 -4.03 4.47
H -0.44 -6.26 2.69
```



Last place for stability: x



w | C3H6O3 | ωB97M-V with the def2-TZVPD basis set

As for the multiplicity: 1. The frontier orbital gap comes out at 10.3 eV. As for the total charge: 0. Its LUMO energy is 0.59 eV.

Structure (XYZ):
```
12
C3H6O3 (ωB97M-V with the def2-TZVPD basis set)
O 0.43 0.05 -1.27
O 2.21 0.84 0.05
O -1.75 0.68 -0.08
C 0.25 -0.59 -0.03
C -1.22 -0.55 0.32
C 0.95 0.62 0.36
H -1.32 0.84 -0.95
H 2.25 0.34 -0.80
H -1.73 -1.39 -0.17
H 0.75 -1.56 0.12
H -1.35 -0.64 1.40
H 0.52 1.37 1.05
```



x | C3H6O3 | ωB97M-V with the def2-TZVPD basis set

As for the multiplicity: 1. The frontier orbital gap comes out at 10.7 eV. As for the total charge: 0. Its LUMO energy is 0.85 eV.

Structure (XYZ):
```
12
C3H6O3 (ωB97M-V with the def2-TZVPD basis set)
O 0.48 0.79 0.78
O -0.78 -1.34 2.01
O -1.48 -0.33 -0.88
C -0.26 0.21 -1.20
C 0.37 1.38 -0.52
C 0.98 0.08 -0.37
H -1.52 -0.44 0.09
H 0.77 2.36 -0.74
H 2.00 -0.27 -0.44
H -0.09 0.16 -2.28
H -0.21 -0.56 1.96
H -0.26 -2.04 1.59
```



Last place for stability: x